{
  "formula": "C3H2NP",
  "method": "ωB97M-V with the def2-TZVPD basis set",
  "smiles": "C=P#CC#N",
  "charge": 0,
  "lumo_ev": -2.07,
  "e_above_lowest_ev": 2.8128,
  "energy_ev": -13916.5749,
  "symbols": ["C", "C", "C", "N", "P", "H", "H"],
  "positions_angstrom": [[1.351613, -0.331407, -1.829636], [0.716457, 0.588642, -1.101373], [-1.045457, 0.306789, 1.507398], [1.631420, -1.187093, -2.555841], [0.197430, 0.141906, 0.380214], [-2.026970, -0.024824, 1.125078], [-0.824493, 0.505988, 2.474160]],
  "forces_ev_per_angstrom": [[0.8, -2.2, -2.0], [-1.7, 1.5, 2.8], [-0.2, -0.8, -4.7], [0.6, 0.0, -0.3], [-0.6, 1.0, 0.8], [0.5, 0.4, 0.6], [0.6, 0.3, 2.8]],
  "lowdin_charge": [-0.492, -0.317, -0.276, 0.150, 0.976, 0.016, -0.057]
}